No. 1
2 unconnected molecules or ions with the total composition C4H13NO3 at a distorted geometry. Source: OMol25; level of theory: ωB97M-V/def2-TZVPD.

Computed properties:
* maximum force: 4.9 eV/Å
* E_HOMO: -9.4 eV
* structure (SMILES): C[C@H](O)[C@@H](N)CO.O
* Kohn-Sham gap: 0.36989 hartree
* net charge: 0
* relative energy (zero: lowest compared OMol25 entry of this formula, charge and spin): 3.000 eV

Element x y z (Å)
1 C 1.45164 0.14051 1.14394
2 O 1.75300 -0.96579 1.99942
3 C 0.42509 -0.10239 0.07283
4 C -0.13957 1.17702 -0.66657
5 C -1.14224 0.78801 -1.80874
6 O 1.06387 1.89521 -1.16933
7 N 1.07159 -1.16336 -0.77982
8 H 2.42894 0.47979 0.79189
9 H 1.22164 0.98249 1.85597
10 H -0.47108 -0.63940 0.71403
11 H -0.73022 1.78509 -0.01843
12 H -2.13410 1.37808 -1.82120
13 H -1.56645 -0.21132 -1.70528
14 H -0.80934 0.78439 -2.80386
15 H 0.69541 2.81247 -1.36664
16 H 1.38911 -0.73118 -1.68846
17 H 0.28704 -1.92053 -0.80810
18 H 2.02131 -1.78429 1.43594
19 H -2.19614 -1.11670 2.82057
20 H -2.28344 -2.24472 1.83173
21 O -2.33606 -1.34337 1.97011

---

No. 2
A single C4H5N3 molecule at a distorted geometry. Source: OMol25; level of theory: ωB97M-V/def2-TZVPD.

Computed properties:
* maximum force: 1.1 eV/Å
* E_HOMO: -9.9 eV
* structure (SMILES): CNC1=N[C@H]1C#N
* Kohn-Sham gap: 0.38434 hartree
* net charge: 0
* relative energy (zero: lowest compared OMol25 entry of this formula, charge and spin): 2.855 eV

Element x y z (Å)
1 C -1.92380 -0.00031 -0.07862
2 N -0.72120 0.40927 -0.78927
3 C 1.46483 -0.51802 0.44414
4 C 0.46775 -0.16504 -0.54639
5 N 1.52363 -0.59372 -1.08175
6 C 2.32147 0.50672 1.02135
7 N 3.02167 1.33918 1.41720
8 H -1.74085 -0.94228 0.44350
9 H -2.72813 -0.17961 -0.79826
10 H -2.25392 0.74848 0.64504
11 H -0.82695 0.83446 -1.69504
12 H 1.39550 -1.43915 1.01811

---

No. 3
10 unconnected molecules or ions with the total composition C30H41N9O8S at a distorted geometry. Source: OMol25; level of theory: ωB97M-V/def2-TZVPD.

Computed properties:
* maximum force: 12.9 eV/Å
* E_HOMO: -3.2 eV
* Kohn-Sham gap: 0.26101 hartree
* net charge: -2
* relative energy (zero: lowest compared OMol25 entry of this formula, charge and spin): 0.000 eV

Element x y z (Å)
1 S -0.12396 0.10727 -0.05243
2 O 0.59733 1.29381 0.34190
3 O 0.19944 -0.88828 1.04192
4 O -1.58506 0.46256 -0.05340
5 O 0.30152 -0.54328 -1.25569
6 N 1.27917 -1.77468 -4.16647
7 C 1.98825 -2.98642 -4.25809
8 C 2.30912 -3.15207 -5.73727
9 C 1.51915 -1.98246 -6.53190
10 C 1.04411 -1.21658 -5.40174
11 H 0.81685 -1.50949 -3.17910
12 H 2.32045 -3.60855 -3.32952
13 H 2.85449 -3.80034 -6.25316
14 H 1.42558 -1.68246 -7.53819
15 H 0.42392 -0.26358 -5.25433
16 N -1.59891 -1.16703 3.04359
17 C -1.71965 -2.15442 3.99197
18 C -2.86997 -1.87573 4.87005
19 C -3.49576 -0.54589 4.32670
20 C -2.55248 -0.22478 3.06871
21 H -0.75114 -1.13457 2.36104
22 H -1.07801 -3.04325 3.96397
23 H -3.32276 -2.38319 5.69470
24 H -4.36181 0.00376 4.51271
25 H -2.63145 0.58913 2.32657
26 N -4.01629 -0.91503 -1.28579
27 C -4.98846 -1.24567 -0.34346
28 C -6.08710 -1.98848 -1.07987
29 C -5.53741 -2.01132 -2.50948
30 C -4.31846 -1.24372 -2.60748
31 H -2.98963 -0.40409 -1.06398
32 H -4.77533 -1.15631 0.79293
33 H -7.05269 -2.36976 -0.72887
34 H -6.13457 -2.58654 -3.26287
35 H -3.48210 -1.11237 -3.25184
36 N 0.64181 -3.72462 0.00340
37 C 1.01272 -4.65894 0.93515
38 C 1.23843 -5.95409 0.18848
39 C 0.92723 -5.67492 -1.21802
40 C 0.52738 -4.15353 -1.31638
41 H 0.35487 -2.83481 0.22748
42 H 1.30779 -4.38653 2.02932
43 H 1.53601 -7.02644 0.50022
44 H 0.94269 -6.43569 -1.94889
45 H 0.09284 -3.40469 -2.04946
46 N 1.37485 2.78480 2.21092
47 C 0.52013 2.91089 3.20018
48 C 1.33791 3.65300 4.23941
49 C 2.63536 3.97012 3.63457
50 C 2.53605 3.27359 2.29556
51 H 1.15138 2.17210 1.35925
52 H -0.45287 2.52535 3.36490
53 H 0.94461 4.15157 5.10378
54 H 3.40687 4.62217 3.97186
55 H 3.37416 3.39630 1.58752
56 N 1.76578 2.74476 -2.15532
57 C 2.17599 4.00421 -1.90527
58 C 2.51765 4.71716 -3.28778
59 C 2.66023 3.54075 -4.21423
60 C 2.03893 2.33470 -3.58277
61 H 1.24890 2.02006 -1.32877
62 H 2.06747 4.48067 -1.12284
63 H 2.92786 5.80240 -3.34624
64 H 2.97804 3.62773 -5.14445
65 H 1.62996 1.43136 -3.94792
66 N -2.82998 2.59774 0.53761
67 C -4.18749 2.77669 0.56739
68 C -4.56517 4.19113 0.37677
69 C -3.16408 4.87103 0.32923
70 C -2.14954 3.79498 0.44574
71 H -2.29798 1.63076 0.33165
72 H -4.77141 1.95827 0.70315
73 H -5.52511 4.84393 0.34167
74 H -2.98147 6.00148 0.08314
75 H -1.06200 3.91649 0.55613
76 C 1.98947 -0.37291 3.60970
77 N 2.49122 -1.59594 4.15693
78 O 1.65610 -2.41416 4.58772
79 O 3.70023 -1.72484 4.40483
80 H 2.64453 -0.06400 2.59833
81 H 2.36362 0.48318 4.12094
82 H 1.00639 -0.20496 3.70442
83 C 3.58225 -0.59425 -0.49395
84 N 4.66667 0.16932 0.31244
85 O 4.81033 -0.18642 1.43112
86 O 5.60681 0.68038 -0.32580
87 H 3.91645 -1.20543 -1.34917
88 H 3.07325 0.31275 -0.86557
89 H 2.99951 -1.26088 0.36008

---

No. 4
A molecular structure, C47H33AsClN3NiO4S. Source: OMol25; level of theory: ωB97M-V/def2-TZVPD.

Computed properties:
* maximum force: 0.7 eV/Å
* multiplicity: 3
* E_HOMO (spin up / spin down): -8.0 / -8.0 eV
* Kohn-Sham gap (spin up / spin down): 0.24899 / 0.24870 hartree
* net charge: 0
* relative energy (zero: lowest compared OMol25 entry of this formula, charge and spin): 0.000 eV

Element x y z (Å)
1 Ni 0.05858 0.90105 0.87976
2 O -2.04437 2.52108 -6.07258
3 C -3.03127 2.77610 -5.18628
4 O -4.09038 3.19194 -5.55796
5 C -2.72486 2.48243 -3.74687
6 C -1.43671 2.53042 -3.22755
7 C -1.20154 2.19260 -1.90507
8 C -2.25953 1.79987 -1.09857
9 C -3.55561 1.77648 -1.60421
10 C -3.78688 2.13227 -2.92191
11 N -1.93059 1.34775 0.21762
12 C -2.79686 1.33663 1.14568
13 C -2.41763 0.78324 2.46285
14 C -3.33913 0.64539 3.48144
15 C -2.91197 0.07163 4.67407
16 C -1.59614 -0.33244 4.78487
17 C -0.73585 -0.15166 3.70555
18 N -1.14138 0.40469 2.57370
19 H -1.32358 2.04526 -5.64087
20 H -0.59690 2.83918 -3.83941
21 H -0.20023 2.21416 -1.49549
22 H -4.38613 1.44498 -0.99446
23 H -4.78639 2.11362 -3.33488
24 H -3.81169 1.71464 1.02008
25 H -4.36272 0.96504 3.33875
26 H -3.60230 -0.06208 5.49613
27 H -1.22288 -0.79164 5.68919
28 H 0.29634 -0.47303 3.73546
29 S 1.38035 5.21441 0.99953
30 C 0.02788 5.12129 2.04067
31 C -0.47387 3.85291 2.10616
32 C 0.23685 2.89206 1.31826
33 C 1.26164 3.52205 0.66990
34 C 2.19630 2.77355 -0.17018
35 C 3.42548 3.26126 -0.61283
36 C 4.27035 2.42366 -1.31097
37 C 3.87892 1.11293 -1.55969
38 C 2.64033 0.71229 -1.10048
39 N 1.81045 1.51545 -0.43918
40 H -0.32739 6.00696 2.54370
41 H -1.33447 3.62188 2.72650
42 H 3.72042 4.27397 -0.37117
43 H 5.23708 2.78054 -1.64260
44 H 4.51742 0.41828 -2.08621
45 H 2.29007 -0.30221 -1.25175
46 Cl 6.74617 2.97489 3.25091
47 C 5.45093 1.83762 2.96749
48 C 5.75488 0.50309 2.74568
49 C 4.72216 -0.39081 2.51461
50 C 3.40051 0.04297 2.47073
51 C 3.12396 1.38313 2.70167
52 C 4.14370 2.28829 2.96352
53 C 2.30400 -0.96212 2.18924
54 O 2.44758 -2.11003 2.59099
55 O 1.29169 -0.53461 1.52422
56 H 6.78550 0.17588 2.76236
57 H 4.92666 -1.44317 2.36641
58 H 2.10210 1.73849 2.66564
59 H 3.92632 3.33318 3.14148
60 C -1.59769 -2.32901 -5.43432
61 C -2.31633 -1.41996 -4.66787
62 C -1.94915 -1.18242 -3.35108
63 C -0.87501 -1.86205 -2.78130
64 C -0.16218 -2.77442 -3.54955
65 C -0.52337 -3.00283 -4.87284
66 As -0.37750 -1.40103 -0.95273
67 C -1.80096 -2.26324 0.06236
68 C -3.13553 -1.89923 0.15954
69 C -3.97866 -2.58978 1.02084
70 C -3.47846 -3.63593 1.78923
71 C -2.14998 -4.01609 1.67680
72 C -1.30464 -3.34230 0.80044
73 C 0.10804 -3.68897 0.52968
74 C 0.81276 -4.72662 1.12692
75 C 2.13304 -4.95588 0.77762
76 C 2.76072 -4.14983 -0.16321
77 C 2.06879 -3.10093 -0.75181
78 C 0.74324 -2.88084 -0.41393
79 H -1.87889 -2.51382 -6.46290
80 H -3.16291 -0.89549 -5.09531
81 H -2.51164 -0.46250 -2.76890
82 H 0.66736 -3.32188 -3.11944
83 H 0.03588 -3.71782 -5.46290
84 H -3.53234 -1.09150 -0.44487
85 H -5.02516 -2.31937 1.08871
86 H -4.13308 -4.16942 2.46642
87 H -1.77722 -4.84596 2.26361
88 H 0.33991 -5.35213 1.87335
89 H 2.68238 -5.75749 1.25304
90 H 3.79581 -4.32705 -0.42452
91 H 2.57739 -2.46190 -1.46477

---

Q: What is the formula in the first record?
A: C4H13NO3